1.
Below is C12H20AsF6INP as an isolated structure at a distorted geometry, with properties calculated with ωB97M-V/def2-TZVPD.

Element x y z (Å)
1 I -3.2456 0.1984 0.9916
2 As 5.2505 -2.0396 1.0187
3 P -0.3797 0.9676 -0.7659
4 F 6.5708 -3.2870 1.0597
5 F 3.9301 -0.7923 0.9770
6 F 6.0405 -1.1574 2.3966
7 F 4.4606 -2.9218 -0.3594
8 F 6.2168 -1.0557 -0.1643
9 F 4.2843 -3.0228 2.2021
10 N 0.9503 -0.1106 -0.2700
11 C -0.0090 2.2079 2.0570
12 C -1.8473 3.5182 0.2128
13 C -1.4807 4.5064 2.8253
14 C -4.1516 -0.8686 -2.1853
15 C 1.3397 -1.1065 -1.3354
16 C -2.0075 -0.1001 -0.8415
17 C 0.1711 -3.0485 0.2612
18 C -0.7534 2.3156 0.5911
19 C -2.8796 0.2163 -2.2310
20 C -2.2304 4.6631 1.3700
21 C 0.6389 -2.5771 -1.2301
22 C -0.3812 3.3420 3.2203
23 H 0.7451 1.3225 2.2141
24 H -3.2312 1.3298 -2.3026
25 H 0.0721 -2.2039 1.0609
26 H -1.7897 -1.2525 -0.8657
27 H 1.8345 0.4284 -0.0513
28 H 1.3598 -3.4358 -1.6416
29 H -0.9231 -3.5123 0.1405
30 H 0.9833 -0.6364 -2.3733
31 H -2.3559 3.5435 -0.8558
32 H -5.0941 -0.3488 -1.6919
33 H -4.3474 -1.2908 -3.2591
34 H 0.1379 3.2198 4.2684
35 H -1.7594 5.2859 3.6672
36 H -3.0327 5.5073 1.1213
37 H 2.5124 -1.2101 -1.4146
38 H -2.1710 -0.0063 -3.1431
39 H -3.8529 -1.7427 -1.4307
40 H 0.8537 -3.9117 0.6962
41 H -0.1132 1.6654 -1.9997
42 H -0.3164 -2.5987 -1.9396

As for the HOMO-LUMO gap: 8.293 eV. As for the total energy: -108782.1735 eV. For the max |F|, the calculation gives 5.049 eV/A.

---

2.
Below is a 2-piece molecular cluster, C12H20BBrF8NO overall at a distorted geometry, with properties calculated with ωB97M-V/def2-TZVPD.

Element x y z (Å)
1 Br -2.5432 -2.1132 2.4985
2 F -6.3151 0.6428 -0.9795
3 F -2.1750 1.2244 -0.5054
4 F -2.1101 -0.5221 -2.1229
5 F -3.9747 -1.4482 -1.4814
6 F -2.2706 -0.0866 1.2115
7 F -4.4752 1.2221 -2.0413
8 F -5.0325 -0.4042 0.8719
9 F -4.2445 1.5460 1.3197
10 O -0.6693 -2.4064 -1.1106
11 N 1.8444 3.5823 0.8751
12 C 3.4300 0.6809 -1.1355
13 C 0.3035 -1.8603 -0.2077
14 C 3.3926 -1.4910 0.5656
15 C 2.3374 2.1788 0.7145
16 C -5.1006 1.2820 -0.8493
17 C 2.7372 -1.4700 2.0249
18 C -4.3265 0.5956 0.3278
19 C 1.1286 -0.7880 -0.9919
20 C -2.8620 0.1523 0.0106
21 C -1.9802 -2.3081 -0.5494
22 C -2.7447 -1.0406 -1.0198
23 C 2.6552 1.9938 -0.7926
24 B 2.6230 -0.5713 -0.4892
25 H -5.3607 2.3206 -0.5671
26 H 0.9744 -2.6496 0.2020
27 H 3.2518 2.0835 1.3442
28 H 1.8524 3.8132 1.8629
29 H 1.6950 1.9954 -1.3388
30 H 1.1811 -1.1478 -2.0506
31 H 3.5213 -1.2420 2.7712
32 H -0.1534 -1.3614 0.6700
33 H 1.9473 -0.7001 2.0220
34 H 0.5379 0.1527 -1.0106
35 H -2.5360 -3.1758 -0.9685
36 H 2.3616 -2.4874 2.2223
37 H 2.4308 4.2130 0.3384
38 H 3.5855 -2.5278 0.2084
39 H 3.3946 0.5097 -2.2385
40 H 4.4939 0.6844 -0.8277
41 H -1.9594 -2.4569 0.5473
42 H 1.5030 1.5422 1.0759
43 H 4.4086 -1.0463 0.6962
44 H 3.2427 2.8899 -1.1025

As for the HOMO-LUMO gap: 6.271 eV. The charge is -1. As for the total energy: -108765.2591 eV. For the max |F|, the calculation gives 3.472 eV/A.

---

3.
Below is C12H20BMgNO15 as an isolated structure at a distorted geometry, with properties calculated with ωB97M-V/def2-TZVPD.

Element x y z (Å)
1 Mg 4.2913 -19.5554 -2.4815
2 O 3.6461 -20.9992 -3.6083
3 O -1.9643 -24.2695 -2.4026
4 O 2.4237 -18.7394 -2.4369
5 O 1.4579 -24.0851 -1.8384
6 O 4.0247 -21.7096 1.1336
7 O 2.1886 -24.1069 -4.2388
8 O 4.7698 -22.8083 -0.5249
9 O 1.7355 -22.1023 -3.1427
10 O 4.3001 -20.7322 -0.8200
11 O 6.2452 -20.1688 -2.6824
12 O -0.1190 -23.6432 -3.5281
13 O -0.0113 -24.8087 -0.2605
14 O 4.1866 -23.4803 -5.1011
15 O 5.1540 -18.1453 -1.5558
16 O 4.4194 -18.4981 -4.1757
17 N 4.3531 -21.7516 -0.0452
18 C 0.2677 -24.4073 -1.3603
19 C 6.7480 -21.4911 -2.9753
20 C 2.9326 -21.9700 -3.6760
21 C 2.0451 -18.3015 -3.7523
22 C 4.7392 -16.8105 -1.1963
23 C 5.5789 -18.0607 -4.8750
24 C 3.2026 -23.3022 -4.4067
25 C 3.2883 -17.7153 -4.4573
26 C 7.0833 -19.6015 -1.6569
27 C 6.5523 -18.2119 -1.3498
28 C 1.4115 -18.7009 -1.4189
29 C -0.7798 -24.1698 -2.4868
30 B 1.3088 -23.5164 -3.1942
31 H 8.0635 -19.3761 -2.0861
32 H 4.8895 -16.7477 -0.1169
33 H 1.9226 -18.9325 -0.4848
34 H 6.0271 -21.8266 -3.7240
35 H 3.0531 -17.5060 -5.5030
36 H 6.5789 -22.2641 -2.2218
37 H 0.7458 -19.5554 -1.5532
38 H 0.9563 -17.7156 -1.4962
39 H 6.4144 -18.5479 -4.3732
40 H 7.0058 -17.4444 -1.9859
41 H 5.8278 -16.9994 -4.8071
42 H 3.6735 -16.6840 -1.3705
43 H 5.6527 -18.3904 -5.9111
44 H 7.7720 -21.5569 -3.3376
45 H 1.5958 -19.1768 -4.2251
46 H 1.2873 -17.5166 -3.8065
47 H 3.4947 -16.7301 -4.0216
48 H 5.2961 -15.9804 -1.6320
49 H 7.1674 -20.2948 -0.8220
50 H 6.8901 -17.9043 -0.3556

As for the relative energy (zero: lowest compared OMol25 entry of this formula, charge and spin): 14.5 kcal per mole. As for the HOMO-LUMO gap: 8.320 eV. As for the total energy: -51094.7494 eV. For the max |F|, the calculation gives 2.741 eV/A.